# 1
# C21H34N3O3

C21H34N3O3 in the gas phase in a non-equilibrium geometry (wB97M-V/def2-TZVPD, the Open Molecules 2025 dataset).

Properties
Frontier orbital gap (spin up / spin down) in eV: 8.070 / 7.820
2S+1: 2
HOMO (spin up / spin down) in eV: -7.95 / -7.95

Last column: Löwdin charge in e.
CARTESIAN COORDINATES (ANGSTROEM)
C (1.783044, -1.648080, 3.156951)  -0.006
C (1.151518, -0.218854, 2.709717)  -0.348
O (0.132778, 0.146965, 3.344139)  0.046
N (1.861887, 0.532380, 1.658438)  0.019
C (2.292281, 1.861455, 2.134140)  -0.342
C (1.401775, 2.956694, 2.872981)  -0.011
O (3.520746, 2.146144, 1.982264)  0.042
C (1.162426, 0.549586, 0.338080)  -0.320
C (-0.368716, 1.090605, 0.393453)  -0.127
C (-1.477973, -0.060508, 0.504868)  -0.182
C (-2.922825, 0.707075, 0.517779)  -0.164
C (-4.045907, -0.068111, 1.359106)  -0.159
N (-5.027827, -0.774684, 0.487932)  -0.183
C (-5.573842, -0.447026, -0.803948)  -0.078
C (-6.539194, -1.586314, -1.250672)  -0.064
C (-6.468943, -2.557778, -0.020180)  -0.097
C (-5.514534, -2.012362, 1.060649)  -0.071
C (1.914392, 1.554219, -0.717964)  -0.049
C (1.879405, 0.980311, -2.245284)  -0.424
C (2.715959, 2.094175, -3.100640)  -0.049
C (0.409286, 0.975459, -2.891714)  -0.052
N (2.642612, -0.296015, -2.409821)  -0.116
O (2.173755, -0.943466, -3.452601)  -0.039
C (2.676314, -1.122012, -1.163289)  -0.415
C (2.619476, -2.677828, -1.653524)  -0.067
C (4.013810, -0.990948, -0.289412)  -0.028
C (1.305260, -0.925682, -0.297067)  -0.045
H (1.867150, -1.591457, 4.305042)  0.096
H (1.151840, -2.530870, 2.814665)  0.089
H (2.874586, -1.693915, 2.782596)  0.077
H (0.863889, 2.575536, 3.808794)  0.088
H (2.071610, 3.827820, 3.226278)  0.098
H (0.647952, 3.385848, 2.110566)  0.089
H (-0.521659, 1.765692, 1.320577)  0.106
H (-0.648220, 1.747812, -0.503080)  0.105
H (-1.527274, -0.774179, -0.383210)  0.107
H (-1.387358, -0.708068, 1.445512)  0.105
H (-2.696611, 1.746525, 0.967968)  0.110
H (-3.223233, 0.909557, -0.580232)  0.106
H (-3.589272, -0.727385, 2.173701)  0.124
H (-4.646314, 0.748155, 1.921276)  0.130
H (-5.294259, 0.487394, -1.407567)  0.105
H (-7.128452, -1.686572, -2.213623)  0.075
H (-7.025957, -3.542161, 0.107914)  0.071
H (-5.212846, -2.403810, 2.081474)  0.108
H (1.433003, 2.583837, -0.630866)  0.133
H (3.043236, 1.645581, -0.483384)  0.112
H (2.818919, 1.755833, -4.183816)  0.090
H (2.025407, 3.024101, -3.115270)  0.093
H (3.691848, 2.395575, -2.595851)  0.087
H (-0.231550, 1.883294, -2.595485)  0.091
H (-0.187866, 0.019848, -2.723913)  0.084
H (0.553355, 1.064730, -4.034213)  0.093
H (3.428853, -2.932442, -2.411321)  0.093
H (1.559173, -2.978687, -1.996799)  0.094
H (2.798208, -3.297736, -0.690543)  0.093
H (4.770442, -1.785955, -0.645013)  0.091
H (3.729157, -1.263310, 0.793341)  0.071
H (4.501469, 0.041380, -0.306028)  0.085
H (0.463764, -1.181935, -1.046893)  0.113
H (1.310050, -1.775437, 0.463021)  0.119

Atoms 1-3, force components in eV/Å:
1.09 1.46 0.03
-2.22 -1.21 2.24
3.35 -0.43 -2.37



# 2
# C2H3O2S2

A gas-phase ion, C2H3O2S2 (charge -1) in a non-equilibrium geometry (wB97M-V/def2-TZVPD, the Open Molecules 2025 dataset).

Properties
Charge: -1
Frontier orbital gap in eV: 6.879
ΔE to the lowest compared entry with this formula, charge and spin in eV: 4.3718
HOMO in eV: -3.22

Last column: Löwdin charge in e.
CARTESIAN COORDINATES (ANGSTROEM)
C (-1.353908, -0.467885, -0.601157)  -0.132
O (-0.187246, -0.855903, 0.218635)  -0.517
S (1.369713, -0.031339, 0.116096)  0.582
O (2.303942, -1.016623, 0.784632)  -0.554
S (1.635792, 2.442814, 0.446994)  0.271
C (0.888321, 1.146744, 1.290374)  -0.833
H (-1.222950, 0.605739, -0.850049)  0.074
H (-2.144531, -0.637487, 0.032822)  0.035
H (-1.289129, -1.186062, -1.438345)  0.074

Atoms 1-3, force components in eV/Å:
4.59 0.06 -0.51
-0.15 -0.14 -0.26
-0.26 -3.38 0.11